1.
Below is an isolated ion of composition C3H4NS and charge +1 at a distorted geometry, with properties calculated with ωB97M-V with the def2-TZVPD basis set.

Geometry (Å):
C 0.9300 1.9658 0.1175
C 2.8476 0.9703 -0.0255
C 0.5496 -0.6128 0.1844
N 0.0961 0.8170 -0.1158
S 2.4585 -0.5866 -0.0024
H 0.3034 -0.9378 1.1603
H 0.0945 -1.3491 -0.4846
H -0.6819 0.9238 0.4443
H -0.1727 1.2584 -1.1216

As for the charge: +1. Its energy above the lowest of the compared OMol25 structures with the same formula, charge and spin is 8.175 eV.

***

2.
Below is C34H96F6NO20S2Y as an isolated structure at a distorted geometry, with properties calculated with ωB97M-V with the def2-TZVPD basis set.

Geometry (Å):
Y 1.0297 -2.7543 -0.4974
C -0.0339 -0.0244 2.8539
F 0.4743 -1.1021 3.4276
F -1.3300 -0.2043 2.6576
F 0.1811 1.0381 3.5860
S 0.8351 0.2043 1.1920
O 0.8795 1.5878 0.8967
O 2.0972 -0.4836 1.3273
N -0.0122 -0.8414 0.0759
S -1.2894 0.0058 -0.4494
O -2.3590 -0.8867 -0.8162
O -1.6632 1.1577 0.2975
C -0.5672 0.6621 -2.0551
F -0.0511 -0.3806 -2.7289
F -1.4453 1.2919 -2.7891
F 0.4340 1.4972 -1.7880
C 2.2855 4.5225 -2.9494
C 1.1050 4.0170 -3.7592
O -0.1293 4.5488 -3.2693
H 3.2277 4.1712 -3.3796
H 2.1978 4.2655 -1.8946
H 2.3420 5.6083 -3.0563
H 1.0044 2.9301 -3.7121
H 1.2603 4.2315 -4.8204
H -0.3180 5.3525 -3.7682
C -5.1669 -1.1174 -3.0515
C -5.4224 -2.5884 -3.3002
O -4.3839 -3.0785 -4.1732
H -5.9113 -0.7181 -2.3603
H -5.2940 -0.5244 -3.9603
H -4.1760 -0.9433 -2.6347
H -6.4073 -2.7938 -3.7126
H -5.2933 -3.0810 -2.3272
H -4.5698 -3.9630 -4.5016
C -1.7222 2.8849 -6.1533
C -3.2248 3.0061 -6.3022
O -3.5141 2.8725 -7.6956
H -1.2522 3.7659 -6.5865
H -1.3584 1.9962 -6.6647
H -1.4385 2.8382 -5.0972
H -3.5369 4.0022 -5.9651
H -3.8347 2.3200 -5.7045
H -4.1951 3.5034 -7.9426
C -3.9246 2.9205 -2.0625
C -3.9730 4.3257 -2.6210
O -4.4734 5.2186 -1.6179
H -3.5272 2.2804 -2.8521
H -4.9189 2.5518 -1.8037
H -3.3159 2.8565 -1.1619
H -4.6409 4.4222 -3.4807
H -2.9611 4.6280 -2.9092
H -3.8751 5.9633 -1.5193
C -2.3570 -0.5688 -5.5960
C -1.4684 -1.7072 -5.1493
O -1.8160 -2.2021 -3.8455
H -2.3333 0.2587 -4.8850
H -3.3982 -0.8680 -5.6968
H -1.9406 -0.1796 -6.5252
H -0.4302 -1.3602 -5.1298
H -1.4769 -2.5417 -5.8602
H -2.7600 -2.4783 -3.8730
C -3.3747 4.1668 3.7757
C -2.9499 3.0071 4.6494
O -2.9659 3.4517 6.0086
H -3.4949 3.7859 2.7563
H -2.6269 4.9539 3.7124
H -4.3244 4.5658 4.1228
H -1.9600 2.6343 4.3546
H -3.6644 2.1795 4.5469
H -2.6467 2.7325 6.5619
C 3.2261 0.1074 -3.1312
C 3.1148 -0.4358 -1.7231
O 2.8570 -1.8803 -1.7108
H 4.1479 -0.2521 -3.6040
H 3.2123 1.1947 -3.1245
H 2.4572 -0.2433 -3.8258
H 2.3357 0.1134 -1.2028
H 4.0415 -0.2375 -1.1846
H 3.5711 -2.2534 -2.2422
C 4.5622 3.5568 1.6005
C 4.0760 2.3033 0.8789
O 5.0365 1.8545 -0.0841
H 4.6968 4.3876 0.9055
H 5.4735 3.3314 2.1476
H 3.7828 3.8962 2.2887
H 3.1296 2.5036 0.3667
H 3.9094 1.5288 1.6263
H 5.1144 2.5363 -0.7585
C 5.3894 -2.8125 0.5502
C 4.1921 -3.7454 0.4429
O 2.9623 -3.0844 0.8429
H 5.5490 -2.4315 1.5542
H 5.2640 -1.9939 -0.1588
H 6.2726 -3.3649 0.2245
H 4.3455 -4.6539 1.0277
H 4.1276 -4.0646 -0.6019
H 3.0554 -3.0194 1.8559
C 3.8858 -1.2134 5.1747
C 4.0955 -1.7159 3.7437
O 3.0950 -2.6938 3.3923
H 4.3486 -1.9118 5.8708
H 2.8259 -1.1240 5.4063
H 4.3470 -0.2299 5.2680
H 5.0719 -2.2106 3.7027
H 4.1318 -0.8859 3.0420
H 3.2007 -3.4403 4.0077
C 0.5009 -4.8784 -4.3900
C 1.1984 -3.6470 -3.8582
O 0.4456 -3.0426 -2.7851
H 1.0414 -5.3497 -5.2106
H -0.5142 -4.6383 -4.7118
H 0.3874 -5.6752 -3.6465
H 1.3291 -2.9416 -4.6815
H 2.2052 -3.9015 -3.5187
H -0.4072 -2.6989 -3.2036
C -2.5406 -5.0630 -1.8930
C -1.6554 -4.8873 -0.6735
O -1.1755 -3.5008 -0.6122
H -3.3306 -4.3165 -1.9423
H -2.9503 -6.0736 -1.8871
H -1.9077 -4.9861 -2.7754
H -0.7984 -5.5615 -0.7485
H -2.1431 -5.1066 0.2749
H -1.9771 -2.9709 -0.4537
C -0.3079 5.0602 1.6174
C -0.4827 4.5835 0.1896
O -0.3804 5.7107 -0.6832
H -0.1282 4.1824 2.2482
H -1.1562 5.6069 2.0174
H 0.6045 5.6548 1.6729
H -1.4625 4.1179 0.0354
H 0.3289 3.8829 -0.0351
H -0.2219 5.3690 -1.5762
C -3.0715 -2.5252 4.4438
C -2.4572 -3.7447 3.7822
O -2.3088 -3.5694 2.3619
H -3.2531 -2.7247 5.4995
H -4.0433 -2.3384 3.9794
H -2.4505 -1.6451 4.3052
H -3.0651 -4.6289 4.0054
H -1.4729 -4.0031 4.1768
H -3.2052 -3.5144 2.0111
C 1.9328 2.8074 7.3124
C 2.4325 2.2924 5.9754
O 3.7187 2.8222 5.7100
H 0.9149 2.4836 7.5536
H 1.9507 3.8885 7.4457
H 2.5557 2.4210 8.1276
H 1.7243 2.5667 5.1928
H 2.4503 1.1963 5.9903
H 4.3488 2.4375 6.3258
C 1.1222 -3.6844 6.0323
C 1.9237 -4.9587 6.1603
O 3.0658 -4.9524 5.2744
H 1.1193 -3.2317 5.0423
H 1.5634 -2.9625 6.7239
H 0.0973 -3.8183 6.3764
H 1.3555 -5.8818 6.0121
H 2.3202 -5.0466 7.1763
H 3.4703 -5.8234 5.3174

As for the charge: +2.

***

3.
Below is one molecule with the formula C5H9FO2S2 at a distorted geometry, with properties calculated with ωB97M-V with the def2-TZVPD basis set.

Geometry (Å):
C 0.1053 1.7450 -1.2074
C 1.4904 1.6065 -0.5816
C 0.2907 -2.1412 1.1864
C -1.1575 -1.8489 0.8174
C -1.3135 -0.4767 0.2360
H -0.4579 1.8292 1.0550
H 0.1333 2.5141 -1.9836
H -0.1338 0.7926 -1.6960
H 2.1567 1.5326 -2.3787
H 0.3881 -3.1499 1.6003
H 0.6678 -1.4162 1.9174
H -1.8051 -1.9712 1.6919
H -1.4666 -2.5803 0.0569
H -0.6119 -0.2522 -0.5688
O 2.4937 1.4782 -1.4731
O 1.7141 1.5711 0.5964
F 1.0770 -2.0561 0.0479
S -1.1825 2.1912 -0.0171
S -2.3882 0.6321 0.7008

Its energy above the lowest of the compared OMol25 structures with the same formula, charge and spin is 4.176 eV.

***

4.
Below is a 2-piece molecular cluster, C7H9NO4P overall at a distorted geometry, with properties calculated with ωB97M-V with the def2-TZVPD basis set.

Geometry (Å):
C 2.1737 1.3179 0.3066
C 2.1408 0.2353 1.1410
C 1.3374 1.2304 -0.8410
C 1.3850 -0.8812 0.7645
C 0.5447 0.1576 -1.1318
C 0.5313 -0.9533 -0.3071
C -0.3857 -2.1321 -0.6019
N -0.3299 -3.2896 -0.1975
O -2.9011 0.0523 -1.6167
O -4.0714 0.4891 0.7109
O -1.9556 1.7747 -0.0338
O -1.8771 -0.7494 0.6539
P -2.6682 0.2311 -0.1499
H 2.6715 2.1572 0.7428
H 2.6772 0.1232 2.0176
H 1.2193 2.1243 -1.5166
H 1.2921 -1.6690 1.5691
H 0.1502 0.3488 -2.1785
H -1.2019 -1.9140 -1.3131
H -4.6891 0.8849 0.1690
H -2.0823 2.0887 -1.0035
H 0.4143 -3.3918 0.5093

As for the charge: -1. Its energy above the lowest of the compared OMol25 structures with the same formula, charge and spin is 0.000 eV.

***

5.
Below is one molecule with the formula C22H29F3N2O2, with properties calculated with ωB97M-V with the def2-TZVPD basis set.

Geometry (Å):
O -2.2311 -0.7574 -1.6839
C -1.5867 0.2671 -1.7771
N -0.2592 0.2798 -1.9931
H 0.2303 1.1556 -2.0692
C 0.5395 -0.9265 -2.0154
C 1.4615 -1.0276 -0.7994
C 2.5548 0.0401 -0.7923
C 3.5246 -0.1286 0.3767
C 4.5025 1.0485 0.4969
C 5.7142 0.4454 1.1969
H 6.6058 1.0642 1.1068
H 5.4980 0.3015 2.2566
C 5.8634 -0.9051 0.5010
H 6.4381 -1.6165 1.0920
H 6.3766 -0.7666 -0.4518
C 4.4221 -1.3797 0.2604
H 4.1342 -2.1246 1.0016
H 4.3277 -1.8394 -0.7229
H 4.0728 1.8884 1.0414
H 4.7888 1.3938 -0.4987
H 2.9390 -0.1909 1.2992
H 3.1132 -0.0022 -1.7310
H 2.0990 1.0313 -0.7184
H 1.9185 -2.0174 -0.8032
H 0.8574 -0.9407 0.1057
H 1.1286 -0.9475 -2.9377
H -0.1616 -1.7635 -2.0210
C -2.2462 1.6547 -1.7239
C -3.6497 1.5302 -1.1002
N -3.6450 1.7404 0.3269
C -3.0417 2.8305 0.8491
O -3.0213 3.0839 2.0379
C -2.3304 3.6579 -0.2028
C -1.4126 2.7067 -0.9764
H -0.7537 2.2183 -0.2529
H -0.7940 3.2784 -1.6711
H -1.7546 4.4364 0.2974
H -3.0491 4.1311 -0.8736
C -4.1637 0.7070 1.2067
C -3.1405 -0.3894 1.3553
C -1.9857 -0.1432 2.0898
C -0.9858 -1.0954 2.1727
C -1.1203 -2.3022 1.5089
C -2.2730 -2.5473 0.7753
C -3.2852 -1.6032 0.7000
H -4.1697 -1.8134 0.1196
C -2.3763 -3.8489 0.0367
F -2.2396 -4.9104 0.8623
F -3.5381 -4.0233 -0.6002
F -1.4044 -3.9875 -0.8856
H -0.3425 -3.0497 1.5528
H -0.0961 -0.8966 2.7514
H -1.8774 0.8058 2.5940
H -5.1010 0.3215 0.8003
H -4.3494 1.1859 2.1721
H -4.3262 2.2548 -1.5699
H -4.0214 0.5245 -1.3048
H -2.3774 1.9609 -2.7680

Its energy above the lowest of the compared OMol25 structures with the same formula, charge and spin is 0.112 eV.

***

Number 1: highest occupied orbital energy -14.1428 eV, electronic energy -15484.5602 eV. Number 2: highest occupied orbital energy -12.8242 eV, electronic energy -118259.5735 eV. Number 3: highest occupied orbital energy -5.6651 eV, electronic energy -33808.9392 eV. Number 4: highest occupied orbital energy -5.5877 eV, electronic energy -26377.8347 eV. Number 5: highest occupied orbital energy -9.1605 eV, electronic energy -38514.8136 eV.